(1)
The following is a quantum chemistry calculation of a molecular structure, C9H18LiO5 in a non-equilibrium geometry, from OMol25.

Geometry as XYZ:
```
33
Properties=species:S:1:pos:R:3
Li 1.45672 -0.36441 0.62933
C 4.01921 -0.29567 1.77213
O 2.79617 -1.03885 2.13694
H 3.82697 0.79308 1.67256
H 4.42966 -0.42368 0.80095
H 4.84105 -0.20730 2.55611
H 2.88410 -1.40714 2.99222
C 1.82707 2.89093 0.70595
O 1.60863 1.64440 0.11950
H 0.80319 3.24427 0.91007
H 2.51140 3.62743 0.22799
H 2.25471 2.68786 1.68955
H 1.30244 1.85393 -0.77280
C -0.45422 -3.04264 1.43291
O -0.02505 -1.70259 1.28771
H 0.41165 -3.76944 1.41552
H -1.16973 -3.43095 0.56854
H -0.91813 -3.35359 2.44953
H -0.59597 -1.08856 1.63990
C -3.16309 -0.45665 -2.64900
C -1.73612 -0.67558 -2.71203
C -0.89397 -0.13886 -1.60681
C -1.50098 0.77676 -0.66690
C -2.78340 1.27831 -0.85575
C -3.63863 0.64079 -1.85067
O -4.83973 1.26419 -2.11118
O 0.38692 -0.65180 -1.26869
H -3.74867 -1.19523 -3.37974
H -1.65807 -1.35843 -3.44245
H -0.94491 1.12513 0.07934
H -3.23244 1.87101 -0.10482
H -4.75730 2.25349 -1.80871
H 0.70053 -1.35022 -1.85720
```

Results
Maximum force, Eh/bohr: 0.133
Total charge: +1
Gap between HOMO and LUMO, eV: 8.2
Energy relative to the best compared isomer or geometry (same formula, charge and spin), kJ/mol: 32.2
E, hartree: -737.16669

Electronic structure analysis, Löwdin charges in units of e: number 1, Li, carries 0.736; number 2, C, carries -0.102; number 3, O, carries -0.147; number 4, H, carries 0.061; number 5, H, carries 0.070; number 6, H, carries 0.120; number 7, H, carries 0.071; number 8, C, carries -0.135; number 9, O, carries -0.195; number 10, H, carries 0.098; number 11, H, carries 0.113; number 12, H, carries 0.081; number 13, H, carries 0.095; number 14, C, carries -0.141; number 15, O, carries -0.164; number 16, H, carries 0.091; number 17, H, carries 0.122; number 18, H, carries 0.111; number 19, H, carries 0.042; number 20, C, carries 0.006; number 21, C, carries 0.021; number 22, C, carries -0.212; number 23, C, carries -0.046; number 24, C, carries -0.005; number 25, C, carries -0.279; number 26, O, carries 0.006; number 27, O, carries -0.068; number 28, H, carries 0.164; number 29, H, carries 0.054; number 30, H, carries 0.044; number 31, H, carries 0.103; number 32, H, carries 0.167; number 33, H, carries 0.120

(2)
The following is a quantum chemistry calculation of a molecular structure, C9H18MgO13P in a non-equilibrium geometry, from OMol25.

Geometry as XYZ:
```
42
Properties=species:S:1:pos:R:3
Mg -1.13376 0.67478 -30.60956
P 0.25436 0.89613 -32.31567
O -1.24119 0.47654 -32.47428
O 0.64310 0.20316 -30.95367
O -0.56737 2.10046 -31.68435
O 1.14344 1.11201 -33.54456
C -0.94948 -3.39576 -31.05065
O -1.27713 -3.26080 -29.69398
C -1.54551 -2.08233 -29.15290
O -1.65606 -1.04725 -29.83631
O -1.74157 -2.20279 -27.83603
C -2.05107 -1.08791 -27.03122
H -0.33811 -2.60877 -31.49218
H -1.81527 -3.52311 -31.70047
H -0.37568 -4.30383 -31.23577
H -1.33557 -0.26691 -26.98539
H -2.13006 -1.33134 -25.97169
H -3.04380 -0.77171 -27.35151
C -4.40605 3.81960 -29.90526
O -4.75678 2.48114 -29.45027
C -4.18086 1.37238 -29.87116
O -3.10967 1.30870 -30.45763
O -4.89163 0.43123 -29.48138
C -4.82084 -0.90328 -30.01680
H -3.41772 3.99226 -29.47924
H -5.12930 4.55889 -29.56104
H -4.37690 3.77803 -30.99408
H -4.66227 -1.59058 -29.18580
H -3.96104 -1.14753 -30.64064
H -5.75324 -1.26614 -30.44930
C 1.57712 2.96135 -28.45036
O 0.31468 3.19620 -27.87803
C -0.77606 2.39139 -28.05747
O -0.78146 1.34923 -28.79795
O -1.86484 2.91079 -27.45412
C -1.88312 3.98024 -26.53971
H 2.23438 3.83043 -28.42200
H 1.61602 2.52033 -29.44640
H 1.99498 2.23840 -27.74977
H -1.87277 3.59012 -25.52196
H -2.79909 4.57078 -26.55882
H -1.06729 4.66701 -26.76523
```

Results
Maximum force, Eh/bohr: 0.176
Total charge: -1
Gap between HOMO and LUMO, eV: 2.9
Energy relative to the best compared isomer or geometry (same formula, charge and spin), kJ/mol: 421.4
E, hartree: -1873.39848

Electronic structure analysis, Löwdin charges in units of e: number 1, Mg, carries 0.275; number 2, P, carries 0.087; number 3, O, carries -0.458; number 4, O, carries -0.430; number 5, O, carries -0.478; number 6, O, carries -0.427; number 7, C, carries -0.036; number 8, O, carries 0.033; number 9, C, carries -0.480; number 10, O, carries 0.064; number 11, O, carries 0.028; number 12, C, carries -0.031; number 13, H, carries 0.105; number 14, H, carries 0.097; number 15, H, carries 0.090; number 16, H, carries 0.090; number 17, H, carries 0.092; number 18, H, carries 0.097; number 19, C, carries 0.016; number 20, O, carries 0.003; number 21, C, carries -0.632; number 22, O, carries 0.119; number 23, O, carries 0.071; number 24, C, carries 0.011; number 25, H, carries 0.087; number 26, H, carries 0.088; number 27, H, carries 0.107; number 28, H, carries 0.086; number 29, H, carries 0.101; number 30, H, carries 0.097; number 31, C, carries -0.029; number 32, O, carries -0.025; number 33, C, carries -0.392; number 34, O, carries 0.049; number 35, O, carries 0.001; number 36, C, carries -0.049; number 37, H, carries 0.093; number 38, H, carries 0.101; number 39, H, carries 0.095; number 40, H, carries 0.094; number 41, H, carries 0.091; number 42, H, carries 0.098

(3)
The following is a quantum chemistry calculation of 2 unconnected molecules or ions with the total composition C9H18N2 in a non-equilibrium geometry, from OMol25.

Geometry as XYZ:
```
29
Properties=species:S:1:pos:R:3
C -1.40302 -1.73169 0.27607
C -0.92856 -0.75852 1.34976
C -0.23009 -2.43463 -0.38558
C -2.35318 -2.82607 0.93959
H -1.94147 -1.25901 -0.55594
H 0.07133 -0.89615 1.71388
H 0.49249 -2.79544 0.33528
H -0.60370 -3.27771 -0.97691
H 0.26519 -2.02697 -1.25073
H -1.94223 -3.23241 1.86450
H -3.32002 -2.40442 1.16898
H -1.45393 -0.91318 2.37604
H -1.18137 0.24069 1.07646
H -2.53158 -3.56261 0.18108
C 0.58942 2.67236 -1.57102
C -0.66380 3.13335 -0.80286
C 1.46601 1.73879 -0.77925
C 2.70047 1.18040 -1.00675
C 1.83920 0.57422 1.00792
N 0.99853 1.42663 0.46102
N 2.91106 0.42942 0.13530
H 0.14677 2.22504 -2.43957
H 1.09519 3.58081 -1.91536
H -1.41716 3.67622 -1.37269
H 3.29218 1.24354 -1.94727
H 1.90607 0.25731 2.03386
H 3.83048 0.11348 0.38876
H -0.44287 3.44765 0.21504
H -1.19142 2.17895 -0.51960
```

Results
Maximum force, Eh/bohr: 0.062
Total charge: 0
Gap between HOMO and LUMO, eV: 9.4
Energy relative to the best compared isomer or geometry (same formula, charge and spin), kJ/mol: 134.8
E, hartree: -463.18451

Electronic structure analysis, Löwdin charges in units of e: number 1, C, carries -0.434; number 2, C, carries -0.107; number 3, C, carries -0.109; number 4, C, carries -0.078; number 5, H, carries 0.126; number 6, H, carries 0.029; number 7, H, carries 0.076; number 8, H, carries 0.066; number 9, H, carries 0.063; number 10, H, carries 0.075; number 11, H, carries 0.062; number 12, H, carries 0.103; number 13, H, carries 0.042; number 14, H, carries 0.052; number 15, C, carries -0.201; number 16, C, carries -0.126; number 17, C, carries -0.305; number 18, C, carries -0.052; number 19, C, carries -0.170; number 20, N, carries 0.081; number 21, N, carries 0.033; number 22, H, carries 0.093; number 23, H, carries 0.104; number 24, H, carries 0.068; number 25, H, carries 0.128; number 26, H, carries 0.119; number 27, H, carries 0.135; number 28, H, carries 0.063; number 29, H, carries 0.064

(4)
The following is a quantum chemistry calculation of C9H18N2O3S in the gas phase in a non-equilibrium geometry, from OMol25.

Geometry as XYZ:
```
33
Properties=species:S:1:pos:R:3
C 2.18730 -1.89462 0.33421
C 0.84967 -1.24567 0.90916
C 3.30374 -0.91602 0.71826
C -1.40070 -0.54243 0.22200
C -2.55171 -1.52658 -0.03360
C -1.58546 0.93562 -0.12847
C -2.90671 1.54246 0.64518
C -0.40583 1.76183 0.27978
C 0.01116 3.08333 -0.76004
H 1.57964 -2.75646 -1.45982
H 2.43154 -1.45215 -1.80016
H 2.30057 -2.69114 1.09153
H 4.37693 -1.33369 0.67358
H 3.24737 -0.53079 1.76534
H 3.78309 -0.00958 -1.41710
H 0.00012 -1.41546 -1.09785
H -1.21066 -0.47245 1.28776
H -1.65872 1.19506 -1.32661
H -2.71173 1.34711 1.74102
H -3.82835 1.03680 0.28438
H -2.98341 2.67484 0.50009
H -0.71272 2.08990 1.40224
H 0.49581 0.85647 0.39321
H -1.02503 3.90355 -0.77242
H 0.15513 2.89139 -1.90124
H 0.91545 3.50369 -0.17325
H -3.18418 -2.67791 -1.24954
N 2.38792 -2.24634 -1.11087
N -0.16013 -1.21509 -0.06509
O 0.89528 -0.75116 2.04175
O -3.49307 -1.87991 0.61935
O -2.54367 -1.94621 -1.37993
S 3.44137 0.68163 -0.23285
```

Results
Maximum force, Eh/bohr: 0.091
Total charge: 0
Gap between HOMO and LUMO, eV: 9.7
Energy relative to the best compared isomer or geometry (same formula, charge and spin), kJ/mol: 423.1
E, hartree: -1087.03547

Electronic structure analysis, Löwdin charges in units of e: number 1, C, carries -0.334; number 2, C, carries -0.422; number 3, C, carries -0.520; number 4, C, carries -0.253; number 5, C, carries -0.408; number 6, C, carries -0.366; number 7, C, carries -0.048; number 8, C, carries -0.232; number 9, C, carries -0.102; number 10, H, carries 0.058; number 11, H, carries 0.063; number 12, H, carries 0.149; number 13, H, carries 0.095; number 14, H, carries 0.071; number 15, H, carries -0.118; number 16, H, carries 0.169; number 17, H, carries 0.140; number 18, H, carries 0.177; number 19, H, carries 0.089; number 20, H, carries 0.070; number 21, H, carries 0.087; number 22, H, carries 0.141; number 23, H, carries 0.115; number 24, H, carries 0.125; number 25, H, carries 0.062; number 26, H, carries 0.056; number 27, H, carries 0.121; number 28, N, carries 0.026; number 29, N, carries 0.085; number 30, O, carries 0.048; number 31, O, carries 0.126; number 32, O, carries 0.057; number 33, S, carries 0.675

Question: What is the gap between HOMO and LUMO in the second record?
Answer: 2.9 eV